95
Properties=species:S:1:pos:R:3 method="wB97M-V/def2-TZVPD" homo_energy_ev="-13.160 / -13.200" e_lumo_ev="-8.05 / -7.78" total_charge=+2 orbital_gap_ev="5.109 / 5.421"
N 1.209 2.161 -8.347
C 2.179 1.602 -7.633
C 2.055 1.366 -6.245
C 0.829 1.622 -5.576
C -0.186 2.213 -6.401
C 0.047 2.463 -7.749
C 0.595 1.258 -4.163
Zn 0.139 0.669 -1.694
P -1.442 -1.492 0.062
C -0.736 1.060 -3.657
C -1.473 -0.257 -3.750
C -2.731 -0.320 -4.386
C -3.512 -1.492 -4.387
C -2.946 -2.694 -3.864
C -1.649 -2.632 -3.289
C -0.919 -1.441 -3.212
Br -3.716 -4.354 -3.954
H 1.503 1.090 -3.537
H -1.461 1.865 -3.979
H 2.892 0.927 -5.719
H -1.177 2.449 -6.014
H 3.107 1.333 -8.157
H -0.723 2.918 -8.377
H -3.119 0.593 -4.866
H 0.083 -1.493 -2.744
H -4.540 -1.408 -4.765
H -1.161 -3.552 -2.951
P -1.166 2.190 -0.003
C -1.268 -3.374 0.235
C -2.469 -4.241 0.583
H -0.529 -3.408 1.050
H -0.808 -3.851 -0.643
H -2.166 -5.312 0.616
H -2.877 -3.993 1.579
H -3.276 -4.209 -0.180
C -3.345 -1.428 -0.141
C -4.207 -1.603 1.117
H -3.670 -2.223 -0.833
H -3.583 -0.479 -0.647
H -5.260 -1.335 0.928
H -4.249 -2.647 1.456
H -3.881 -1.047 2.010
C -1.351 -1.104 1.933
C -1.849 -2.126 2.993
H -1.980 -0.203 2.058
H -0.317 -0.802 2.209
H -1.661 -1.707 4.000
H -2.919 -2.347 2.961
H -1.380 -3.118 2.987
C -0.643 2.676 1.702
C -1.045 4.098 2.085
H 0.449 2.520 1.757
H -1.060 1.957 2.432
H -0.252 4.816 1.867
H -1.961 4.411 1.577
H -1.227 4.168 3.162
C -3.032 2.129 0.125
C -3.738 2.161 -1.238
H -3.396 2.961 0.751
H -3.247 1.201 0.686
H -3.567 3.137 -1.725
H -3.392 1.347 -1.898
H -4.824 2.040 -1.072
C -0.769 3.606 -1.133
C 0.640 4.175 -0.980
H -1.527 4.390 -1.047
H -0.896 3.184 -2.142
H 0.927 4.691 -1.908
H 0.730 4.927 -0.177
H 1.374 3.378 -0.791
N 1.467 0.038 -0.030
S 2.073 0.429 1.466
C 2.685 -0.933 2.540
C 3.705 -1.800 2.121
C 4.260 -2.737 3.005
C 3.861 -2.792 4.340
C 2.855 -1.930 4.752
C 2.245 -1.043 3.872
C 3.644 1.228 1.078
C 4.553 1.604 2.081
C 5.763 2.201 1.721
C 6.069 2.411 0.374
C 5.158 2.043 -0.622
C 3.930 1.481 -0.263
H 1.678 -0.942 -0.229
H 4.077 -1.725 1.087
H 5.018 -3.431 2.648
H 4.318 -3.497 5.024
H 2.534 -1.956 5.785
H 1.429 -0.394 4.194
H 4.302 1.410 3.124
H 6.469 2.478 2.503
H 7.024 2.851 0.092
H 5.384 2.172 -1.680
H 3.198 1.191 -1.017